# 1
DFT (ωB97M-V with the def2-TZVPD basis set) results for C3H4N2 in the gas phase in a non-equilibrium geometry.

LUMO energy ... 1.033 eV
HOMO level ... -10.5 eV
ΔE to the lowest compared entry with this formula, charge and spin ... 1.607 eV
SMILES string ... N#C[C@H]1CN1
Molecular weight ... 68.1 u

ORCA input file:
```
! wB97M-V def2-TZVPD RIJCOSX def2/J DEFGRID3
* xyz 0 1
N 2.3107 -0.6531 -0.6934
C 1.4321 0.0461 -0.4112
C 0.1770 0.6921 -0.0729
C -0.9357 -0.2951 -0.2020
N -0.5466 0.2084 1.0984
H 0.0698 1.7536 -0.2855
H -1.9146 -0.0129 -0.5703
H -0.5981 -1.2857 -0.4993
H 0.0055 -0.4533 1.6361
*
```

# 2
DFT (ωB97M-V with the def2-TZVPD basis set) results for C3H4N2 in the gas phase in a non-equilibrium geometry.

LUMO energy ... 1.202 eV
HOMO level ... -9.3 eV
ΔE to the lowest compared entry with this formula, charge and spin ... 1.818 eV
SMILES string ... c1cn[nH]c1
Molecular weight ... 68.1 u

ORCA input file:
```
! wB97M-V def2-TZVPD RIJCOSX def2/J DEFGRID3
* xyz 0 1
N -1.0544 -0.6515 -0.0531
C -0.7980 0.6820 0.1264
C 0.5681 0.7628 0.2793
C 1.0526 -0.5316 0.0912
N 0.0502 -1.3969 -0.0500
H -1.9445 -1.1302 -0.0689
H -0.9444 1.4100 -0.6589
H 1.0605 1.7180 0.3864
H 2.0766 -0.8423 -0.0362
*
```

Question: Which value of ΔE to the lowest compared entry with this formula, charge and spin does entry 2 give?
Answer: 1.818 eV